40
Properties=species:S:1:pos:R:3:forces:R:3:lowdin_spin:R:1 method="wB97M-V/def2-TZVPD" gap_ha="0.24410 / 0.24690" de_lowest_kcal_mol=2.6 largest_force_ev_per_a=0.6 spin_multiplicity=2 charge=+2 lumo_energy_ev="-8.174 / -8.098"
Os 0.822 0.008 -1.012 -0.35 0.13 0.31 0.797
C -2.268 3.230 3.669 -0.01 0.02 -0.04 0.000
C -0.899 2.618 3.569 0.01 0.00 0.09 0.001
O -0.463 2.483 2.147 0.04 0.07 0.03 0.006
P -0.792 1.381 1.134 -0.37 0.26 0.40 0.032
S -0.328 1.994 -0.740 -0.05 -0.29 -0.27 0.032
S 0.349 -0.311 1.222 0.15 -0.03 -0.39 0.002
O -2.295 1.039 1.341 -0.03 0.08 0.05 0.004
C -3.031 -0.052 0.708 -0.09 -0.06 0.00 0.003
C -3.673 -0.898 1.776 0.00 0.04 0.05 0.000
H -2.482 3.392 4.726 0.00 0.02 -0.01 0.000
H -3.040 2.582 3.261 0.00 -0.01 0.00 0.000
H -2.303 4.194 3.164 0.02 0.00 0.01 0.000
H -0.832 1.634 4.031 -0.02 -0.02 -0.05 0.000
H -0.134 3.260 3.991 0.04 -0.02 -0.02 0.000
H -2.335 -0.634 0.099 0.06 0.01 0.04 0.002
H -3.763 0.425 0.060 0.02 0.00 -0.02 0.000
H -2.935 -1.222 2.510 0.01 -0.04 -0.03 0.000
H -4.119 -1.783 1.321 -0.03 0.02 0.00 0.000
H -4.459 -0.346 2.289 0.02 0.00 0.01 0.000
I 6.286 1.705 -0.141 0.06 0.06 0.03 0.000
C 4.999 0.401 -1.093 0.00 0.03 -0.01 0.000
C 5.468 -0.661 -1.863 -0.03 -0.05 -0.02 -0.001
C 4.561 -1.508 -2.481 0.03 0.02 -0.03 0.003
C 3.211 -1.290 -2.316 0.11 0.08 0.01 0.013
N 2.755 -0.265 -1.566 0.33 -0.23 0.01 0.032
C 3.636 0.572 -0.972 0.08 -0.04 -0.10 0.005
H 6.532 -0.821 -1.982 0.00 0.01 0.00 0.000
H 4.898 -2.330 -3.098 0.00 -0.01 0.02 0.000
H 2.478 -1.923 -2.792 0.01 0.00 -0.02 0.002
H 3.221 1.394 -0.401 -0.04 -0.03 0.03 0.001
C -1.757 -1.061 -2.975 -0.05 0.01 0.00 0.005
S -0.052 -1.476 -2.596 0.16 0.09 0.04 0.043
C -0.232 -2.973 -1.592 -0.08 -0.15 -0.12 0.012
H -2.151 -1.880 -3.574 -0.03 0.02 -0.01 -0.001
H -1.748 -0.146 -3.563 0.01 -0.01 -0.01 0.000
H -2.342 -0.930 -2.069 0.01 0.00 0.02 0.000
H -1.139 -2.908 -0.996 0.03 0.05 0.05 0.000
H 0.635 -3.063 -0.941 0.02 -0.02 -0.02 0.003
H -0.275 -3.832 -2.258 -0.03 0.01 -0.01 0.002


37
Properties=species:S:1:pos:R:3:forces:R:3:lowdin_spin:R:1 method="wB97M-V/def2-TZVPD" gap_ha="0.10474 / 0.25401" de_lowest_kcal_mol=0.0 largest_force_ev_per_a=3.5 spin_multiplicity=5 lumo_energy_ev="0.341 / -2.263"
C 2.874 -0.430 -2.703 1.21 -1.44 -1.11 0.112
C 3.316 -0.722 -1.373 -0.15 -0.15 -0.79 0.155
C 2.412 -1.701 -0.854 0.35 -1.79 -0.19 0.123
C 1.509 -2.125 -1.915 0.59 -0.44 1.57 0.148
C 1.794 -1.341 -3.055 1.19 1.05 -0.60 0.149
Ir 1.160 0.078 -1.363 -0.75 0.30 -0.17 2.140
P 0.484 2.032 -2.149 0.01 3.41 -0.98 0.336
H 3.341 0.282 -3.386 -0.26 -0.28 0.34 0.010
H 4.150 -0.258 -0.846 -0.43 -0.06 -0.19 0.017
H 2.459 -2.145 0.143 0.08 0.15 -0.49 0.009
H 1.297 -1.398 -4.024 0.19 0.12 0.41 0.016
H 0.749 -2.903 -1.835 0.30 0.31 -0.02 0.011
H -0.233 2.134 -3.385 -0.33 -0.19 -0.79 0.141
H 1.417 3.072 -2.462 -0.38 -0.58 0.20 0.056
H -0.404 2.841 -1.381 0.22 0.08 0.10 0.095
C -0.316 -1.329 0.912 -0.89 -0.17 0.96 0.020
N -0.289 -0.059 0.176 -1.18 2.41 1.05 0.139
C 0.114 1.087 1.060 1.57 -0.39 2.43 0.090
N -0.696 1.153 2.298 0.27 0.06 -0.08 0.014
C -0.682 -0.158 2.978 0.03 0.07 0.02 0.006
N -1.202 -1.213 2.081 0.08 -0.52 0.01 0.006
C -2.562 -0.853 1.630 -0.01 0.07 0.02 0.003
N -2.562 0.472 0.972 -0.03 0.00 -0.34 0.009
C -1.644 0.469 -0.190 -2.22 -2.51 -0.52 0.037
C -2.076 1.477 1.925 -0.17 0.38 0.11 0.015
H 0.699 -1.589 1.267 -0.44 0.39 -0.26 0.002
H -0.661 -2.147 0.245 0.05 0.57 0.28 0.002
H 0.128 2.077 0.567 -0.43 -0.66 -0.11 0.056
H 1.176 0.931 1.353 -0.48 -0.05 0.01 0.035
H -1.293 -0.111 3.907 0.19 0.03 -0.73 0.001
H 0.353 -0.403 3.307 -0.58 0.10 -0.44 0.002
H -2.954 -1.626 0.932 0.42 0.48 0.28 0.001
H -3.255 -0.842 2.501 0.55 0.18 -0.50 0.000
H -1.687 1.450 -0.671 0.71 -0.07 0.47 0.015
H -2.067 -0.213 -0.959 0.09 0.12 0.44 0.010
H -2.730 1.517 2.826 0.46 -0.26 -0.53 0.001
H -2.120 2.493 1.468 0.17 -0.71 0.12 0.014


38
Properties=species:S:1:pos:R:3:forces:R:3:mulliken_charge:R:1 method="wB97M-V/def2-TZVPD" gap_ha=0.36220 de_lowest_kcal_mol=18.4 largest_force_ev_per_a=3.5 lumo_energy_ev=0.342
C 2.145 -1.485 0.208 -0.82 0.24 -0.66 -0.159
C 1.163 -0.821 1.216 0.20 -0.03 -0.03 0.194
C 1.957 -0.857 -1.225 0.66 0.11 1.44 -0.774
C 2.394 0.600 -1.339 0.21 -0.44 -0.46 -0.281
C 2.231 1.234 -2.746 1.01 -0.27 0.55 0.402
C -1.264 -0.529 1.580 0.93 0.93 1.48 0.024
C -2.408 -1.434 1.397 -2.79 -0.25 2.13 0.054
C -1.774 0.912 1.495 -1.10 2.18 -0.12 0.253
C -0.761 2.031 1.718 0.53 0.78 -0.31 -1.592
C -2.525 1.214 0.187 -0.75 1.77 -0.86 -0.756
C -1.725 0.941 -1.090 0.25 0.79 -1.14 -0.720
H 1.878 -3.351 1.051 -0.17 0.08 -0.99 0.299
H 1.185 -3.195 -0.520 0.51 0.01 0.76 0.258
H 3.158 -1.327 0.557 0.15 0.31 0.19 0.478
H 0.956 -1.034 -1.560 -0.67 0.07 -0.28 0.261
H 2.619 -1.409 -1.829 0.68 -0.94 -1.01 0.501
H 1.774 1.217 -0.720 -0.29 0.55 0.66 0.057
H 3.437 0.656 -0.942 -0.73 0.43 -0.63 0.398
H 2.613 2.814 -3.610 0.04 0.48 -0.78 0.339
H -0.355 -1.766 0.229 0.53 1.09 0.18 0.323
H -0.963 -0.637 2.637 -0.09 -0.14 -0.16 0.479
H -2.452 1.103 2.357 0.01 -0.85 -0.65 0.339
H -1.201 3.024 2.003 -0.21 -0.94 -0.79 0.403
H -0.074 2.182 0.866 -0.27 -0.03 0.33 0.221
H -0.171 1.837 2.576 0.93 -0.56 0.79 0.467
H -2.923 2.317 0.106 1.05 -1.83 0.67 0.385
H -3.455 0.659 0.081 -0.12 -0.37 0.30 0.362
H -2.231 1.416 -1.978 0.36 -0.56 0.85 0.411
H -1.638 -0.122 -1.290 -0.05 -0.17 -0.09 0.181
H -0.684 1.338 -1.118 -0.69 -0.13 0.33 -0.012
H -3.079 -2.907 0.522 -0.10 -0.05 -0.13 0.381
N 1.970 -2.950 0.103 -0.40 0.37 0.26 -0.664
N -0.143 -0.906 0.767 0.20 -0.98 -0.55 0.226
O 1.505 -0.268 2.252 -0.34 -0.32 -0.88 -0.640
O 1.632 0.820 -3.704 -0.07 -0.10 0.70 -0.561
O 2.908 2.418 -2.795 -0.41 -0.69 0.74 -0.450
O -3.407 -1.391 2.116 1.60 -0.05 -1.28 -0.622
O -2.295 -2.344 0.439 0.22 -0.49 -0.56 -0.466